78
Properties=species:S:1:pos:R:3:lowdin_charge:R:1 method="wB97M-V/def2-TZVPD" de_lowest_kcal_mol=0.00 charge=0 e_homo_ev=-6.61 max_force_ev_per_a=0.82
K 2.5787 -0.1468 -1.6866 0.709
F 4.5054 -1.0576 -7.0304 0.106
C 3.7228 -2.1335 -6.9540 -0.595
F 4.5315 -3.2060 -6.7800 0.123
F 3.1877 -2.2820 -8.1972 0.098
C 2.6274 -2.0952 -5.9153 -0.137
C 1.4992 -2.8349 -6.2173 -0.023
C 0.4327 -2.8825 -5.3343 -0.072
C 0.5755 -2.1572 -4.1605 -0.173
N 1.6528 -1.4702 -3.8382 -0.072
C 2.7241 -1.4191 -4.6706 -0.756
S 4.1351 -0.5608 -4.1414 0.461
H 1.4486 -3.3627 -7.1605 0.121
H -0.4658 -3.4419 -5.5453 0.093
H -0.2289 -2.1368 -3.4300 0.086
N 2.1340 3.7152 -0.6676 0.014
C 3.2810 4.6037 -0.8556 -0.142
C 4.6095 3.8901 -0.5626 -0.529
O 5.6668 4.4504 -0.5640 0.113
O 4.4769 2.5789 -0.3250 0.091
H 1.5902 3.5967 -1.5109 0.085
H 1.5127 4.0348 0.0612 0.077
H 3.5077 2.4483 -0.2472 0.065
H 3.2347 5.4943 -0.2283 0.126
H 3.3561 4.9613 -1.8851 0.132
O 1.0406 0.2344 0.0333 -0.530
P 0.0160 0.2317 1.1298 0.829
C -0.9649 1.7775 1.0016 -0.330
C -2.1760 2.0371 1.9239 -0.179
C -3.5651 1.8042 1.3340 -0.196
C -3.7107 2.3332 -0.0831 -0.198
C -2.6174 1.7526 -0.9640 -0.193
C -1.2517 2.1840 -0.4561 -0.195
C 0.9500 0.3135 2.7195 -0.316
C 1.2491 -1.0457 3.3638 -0.190
C 0.1077 -1.5885 4.2271 -0.178
C -0.6620 -0.4712 4.9407 -0.190
C 0.2353 0.7321 5.1592 -0.196
C 0.6208 1.3580 3.8179 -0.174
C -0.9169 -1.3347 0.9428 -0.331
C -2.3134 -1.4789 1.5476 -0.198
C -2.6977 -2.9593 1.6230 -0.180
C -2.1638 -3.7411 0.4143 -0.191
C -2.0372 -2.8224 -0.7913 -0.189
C -0.9677 -1.7538 -0.5430 -0.195
H -0.1810 2.4722 1.3411 0.105
H -2.1105 3.0903 2.2180 0.122
H -2.0933 1.4720 2.8548 0.087
H -4.2941 2.2756 1.9974 0.116
H -3.8087 0.7409 1.3406 0.087
H -3.6389 3.4264 -0.0904 0.117
H -4.7004 2.0887 -0.4741 0.113
H -2.7376 2.0720 -2.0018 0.118
H -2.6983 0.6613 -0.9733 0.101
H -1.2120 3.2784 -0.5035 0.118
H -0.4483 1.8126 -1.0966 0.095
H 1.8940 0.6454 2.2677 0.114
H 2.1303 -0.8949 3.9923 0.120
H 1.5590 -1.7817 2.6171 0.113
H 0.5364 -2.2670 4.9694 0.116
H -0.5757 -2.1957 3.6336 0.082
H -1.0736 -0.8399 5.8822 0.113
H -1.5285 -0.1591 4.3486 0.087
H 1.1283 0.4223 5.7076 0.116
H -0.2512 1.4869 5.7803 0.114
H 1.5015 1.9894 3.9526 0.116
H -0.1722 2.0368 3.5032 0.079
H -0.2684 -2.0649 1.4432 0.106
H -3.0150 -0.9557 0.8964 0.091
H -2.4053 -1.0125 2.5296 0.096
H -3.7860 -3.0408 1.6749 0.114
H -2.3164 -3.3955 2.5500 0.103
H -2.8092 -4.5942 0.1995 0.111
H -1.1805 -4.1656 0.6404 0.116
H -3.0038 -2.3512 -0.9902 0.116
H -1.7846 -3.3813 -1.6937 0.109
H -1.1424 -0.8878 -1.1840 0.097
H 0.0155 -2.1330 -0.8270 0.110